This record from the OMol25 dataset describes C9H26Cl3F3MgNO12S2 as an isolated structure at a distorted geometry. The level of theory is ωB97M-V/def2-TZVPD.

Results
Multiplicity: 1
HOMO level: -0.15369 Ha
Maximum force: 6.9 eV/A
Frontier orbital gap: 1.56 eV
Total charge: -1

Structure (XYZ):
```
57
Properties=species:S:1:pos:R:3:forces:R:3
O -1.58649 6.60735 -2.83150 -0.886 -1.334 -0.184
S -1.72536 5.78285 -1.55891 -4.092 1.937 -2.784
O -2.90588 6.28929 -0.83913 1.001 -0.755 -0.491
F -2.14562 4.08107 -1.98484 -0.868 -1.504 -1.532
S 0.08229 5.92765 -0.10875 3.741 1.070 3.521
H 1.29104 5.85782 -0.75140 -0.385 -0.565 0.921
H 0.04852 5.00871 0.92121 0.906 0.236 -0.661
C 0.57363 3.62437 5.21419 -0.031 0.202 0.068
O 1.18320 2.39505 4.85063 0.044 -0.075 0.155
C 1.02054 2.06826 3.55508 0.682 0.004 -0.500
O 0.42476 2.71076 2.74264 -1.000 0.057 0.243
O 1.63765 0.90568 3.34187 -0.191 -0.110 0.226
C 1.54881 0.44989 1.99575 0.161 0.039 -0.651
H 0.76719 3.78707 6.27427 0.102 -0.211 -0.039
H 1.00862 4.45080 4.65016 -0.125 -0.070 -0.101
H -0.50625 3.58039 5.06083 0.059 0.077 -0.132
H 2.02572 1.17313 1.32611 -0.057 0.453 0.304
H 0.51084 0.28058 1.71031 0.045 -0.021 0.092
H 2.08255 -0.49662 1.92778 -0.106 -0.056 0.414
O 0.50202 -2.22360 1.65478 0.575 -0.970 0.862
C 0.09604 -2.81956 2.68600 -5.706 2.758 -2.709
C 1.41706 -3.54512 3.45725 5.289 -3.004 2.705
O 0.99954 -4.14888 4.47673 -0.382 0.920 -0.943
H -0.62529 -3.63873 2.54517 1.252 -1.070 -0.253
H -0.40156 -2.20295 3.45673 1.218 0.504 0.579
H 2.15363 -2.73750 3.61890 -1.010 1.052 0.315
H 1.90145 -4.14548 2.67214 -1.310 -0.417 -0.567
O -3.96802 5.83005 -4.47995 -0.351 -0.138 -0.369
H -4.16518 4.88095 -4.61956 -0.018 0.041 0.288
H -3.08951 5.95319 -4.02366 1.015 0.487 0.947
H -4.68453 6.27586 -3.98376 0.220 -0.142 0.199
C -4.03460 0.55218 -2.40934 -3.185 -2.007 -0.437
O -4.93591 1.39486 -2.19389 0.713 0.379 -0.102
O -2.74885 1.16473 -2.31129 2.086 1.941 -0.650
O -4.06801 -0.63029 -2.67818 0.711 0.379 0.047
H -3.13960 2.04510 -2.09742 0.725 0.174 0.355
Mg -1.08943 1.60710 -3.61201 -1.347 -0.618 1.277
C 1.17720 -2.81247 -4.17496 -0.834 0.523 0.265
Cl 2.33988 -3.03632 -2.83581 0.538 -0.273 0.020
Cl -0.33782 -2.27081 -3.51641 -0.041 0.062 -0.265
Cl 1.79883 -1.65579 -5.36900 0.253 -0.032 -0.025
H 1.03228 -3.76780 -4.67070 0.089 0.034 0.111
C 0.06330 -6.27156 -0.33702 -0.028 -0.148 -0.796
C -0.33939 -6.62686 1.11958 0.010 -0.264 -0.666
O 0.06016 -5.62978 1.90801 -0.142 -0.267 0.331
H 1.14559 -6.15958 -0.43967 -0.032 0.021 0.223
H -0.25171 -7.07354 -1.01578 -0.034 -0.033 0.049
H -0.41403 -5.34960 -0.67438 -0.003 -0.007 0.208
H 0.08832 -7.63511 1.30178 0.467 0.114 0.313
H -1.42551 -6.84685 1.07260 -0.221 0.506 0.172
F 2.81815 2.93499 1.79203 0.629 0.033 -0.547
N 3.84154 -0.52719 -1.45363 -0.051 0.111 -0.201
H 4.35976 0.29796 -1.76072 -0.063 0.049 0.178
H 3.00858 -0.23112 -0.92989 0.037 0.004 0.104
H 3.55105 -1.08401 -2.27652 -0.146 -0.057 0.257
H 4.43615 -1.09714 -0.84928 -0.107 0.043 0.054
F -2.40735 -3.25341 -4.54516 0.180 -0.064 -0.198
```
Forces are in eV/Å.

---

This record from the OMol25 dataset describes a 3-piece molecular cluster, C9H26O7PS2 overall. The level of theory is ωB97M-V/def2-TZVPD.

Results
Multiplicity: 1
HOMO level: -0.46854 Ha
Maximum force: 0.3 eV/A
Frontier orbital gap: 9.90 eV
Total charge: +1
Energy relative to the best compared isomer or geometry (same formula, charge and spin): 0.00 kJ/mol

Structure (XYZ):
```
45
Properties=species:S:1:pos:R:3:forces:R:3
C 4.00074 0.12543 -2.60346 0.039 -0.029 0.073
C 2.70968 0.93523 -2.53761 0.050 -0.001 -0.023
O 2.61007 1.71920 -1.35551 -0.177 0.034 -0.031
C 1.48662 0.01423 -2.50688 0.022 -0.084 -0.060
P -0.04490 0.96308 -2.46000 0.184 -0.092 0.255
H 4.77780 0.65914 -3.14915 -0.012 0.032 0.054
H 4.35573 -0.06437 -1.58983 -0.046 -0.060 -0.006
H 3.85108 -0.83724 -3.09289 0.018 0.043 -0.060
H 2.63594 1.59261 -3.41372 -0.011 -0.069 -0.038
H 3.32025 2.36752 -1.33014 0.105 0.020 0.015
H 1.50360 -0.64321 -1.63404 0.050 0.067 0.032
H 1.45886 -0.60824 -3.40314 -0.054 -0.030 0.040
H -0.29362 1.47405 -3.73392 -0.136 0.017 0.033
H -1.15140 0.22252 -2.00050 -0.076 0.007 -0.123
H 0.10835 2.05956 -1.61460 -0.035 0.015 -0.019
O -2.77455 -0.60821 -1.15082 0.056 0.124 -0.108
S -4.05425 -0.11705 -0.67853 -0.017 0.160 -0.002
O -4.29564 -0.14543 0.72565 0.042 -0.065 -0.009
O -5.19747 -0.82049 -1.48189 0.030 -0.102 0.043
C -5.25568 -2.28987 -1.48322 0.014 -0.035 -0.051
C -5.79262 -2.84567 -0.18796 -0.011 0.022 0.014
C -4.31504 1.51502 -1.28373 -0.007 -0.008 0.009
H -4.25928 -2.66197 -1.72017 0.011 0.017 0.021
H -5.91466 -2.50093 -2.32086 -0.006 0.011 0.006
H -5.11623 -2.66328 0.64446 0.007 -0.008 -0.006
H -5.91918 -3.92267 -0.30329 -0.008 0.001 0.012
H -6.76107 -2.40698 0.04824 -0.005 -0.012 -0.009
H -4.13784 1.53658 -2.35576 -0.014 -0.001 -0.002
H -3.62267 2.16033 -0.74602 -0.003 0.002 -0.002
H -5.33818 1.80287 -1.05609 0.004 0.001 0.008
O 4.28699 -0.87612 2.64749 0.002 0.011 0.011
S 3.49098 -0.47918 3.77316 0.041 -0.012 -0.067
O 2.44094 -1.34457 4.21088 -0.009 0.023 0.022
O 2.90162 0.97301 3.47460 -0.087 -0.104 0.015
C 2.24018 1.12996 2.19746 0.064 0.118 -0.109
C 0.85275 0.52788 2.17926 -0.059 -0.072 0.019
C 4.51223 -0.04856 5.13280 0.018 -0.005 0.006
H 2.88063 0.70040 1.42625 -0.010 -0.005 -0.003
H 2.20673 2.20812 2.05085 -0.002 0.003 0.044
H 0.88104 -0.55452 2.29058 0.018 0.001 -0.007
H 0.37302 0.76477 1.22546 -0.002 0.031 0.006
H 0.23697 0.93181 2.98191 0.009 0.030 -0.012
H 5.29091 0.62629 4.78981 -0.003 0.003 0.005
H 4.93911 -0.98079 5.49693 0.004 0.006 0.002
H 3.89147 0.40971 5.89793 0.003 -0.006 0.004
```
Forces are in eV/Å.

---

LUMO across the listed records, respectively: -2.62; -2.85 eV.